# 1
Computed, not measured: a structure of composition C6H11ISi in a non-equilibrium geometry, with ωB97M-V/def2-TZVPD.

The calculated total energy comes out at -22375.4342 eV. The value obtained for the HOMO-LUMO gap is 0.3432 Ha. The energy above the lowest of the compared OMol25 structures with the same formula, charge and spin is 36.4 kcal/mol. The calculation puts the strongest force on any atom at 0.0939 hartree/bohr.

Last column: Mulliken charge in e.
Atoms and positions in Å:
1 C -1.49 -1.35 0.78  -0.917
2 C 0.67 -0.39 -3.02  -0.809
3 C -0.28 -1.19 0.36  -0.342
4 C 0.87 -0.54 -1.73  -0.284
5 C 0.94 1.03 0.24  -1.314
6 C 0.13 0.01 -0.59  0.642
7 Si -0.06 1.39 2.48  0.540
8 I -2.46 1.41 2.10  -0.048
9 H -1.94 -2.21 1.23  0.331
10 H -2.15 -0.65 0.17  0.250
11 H 1.16 -0.96 -3.71  0.337
12 H -0.03 0.43 -3.19  0.237
13 H 0.48 -1.79 0.68  0.399
14 H 1.56 -1.33 -1.34  0.164
15 H 0.94 2.05 -0.15  0.433
16 H 1.98 0.82 0.42  0.440
17 H -0.86 0.34 -1.05  0.246
18 H 0.29 2.64 2.90  -0.215
19 H 0.26 0.31 3.44  -0.089



# 2
Computed, not measured: the molecule C4H6O2 in a non-equilibrium geometry, with ωB97M-V/def2-TZVPD.

The calculated total energy comes out at -8336.0722 eV. The value obtained for the HOMO-LUMO gap is 0.3954 Ha. Its SMILES is C1O[C@H]1[C@H]1CO1. The energy above the lowest of the compared OMol25 structures with the same formula, charge and spin is 101.2 kcal/mol. The calculation puts the strongest force on any atom at 0.0495 hartree/bohr.

Last column: Mulliken charge in e.
Atoms and positions in Å:
1 C -1.28 -0.74 -0.70  -0.722
2 O -1.17 -1.33 0.93  -0.521
3 C -0.82 -0.08 0.49  0.327
4 C 0.55 0.44 0.73  0.127
5 C 1.60 0.43 -0.28  -0.386
6 O 0.88 1.62 0.02  -0.427
7 H -2.10 -0.27 -1.25  0.210
8 H -0.89 -1.58 -1.22  0.366
9 H -1.61 0.63 0.74  0.224
10 H 0.81 0.45 1.79  0.334
11 H 1.39 0.00 -1.26  0.216
12 H 2.64 0.42 0.02  0.253



# 3
Computed, not measured: a cluster of 2 separate species, C5H12O in total, with ωB97M-V/def2-TZVPD.

The calculated total energy comes out at -7426.1790 eV. The value obtained for the HOMO-LUMO gap is 0.4058 Ha. Its SMILES is C=CC.CCO. The energy above the lowest of the compared OMol25 structures with the same formula, charge and spin is 26.1 kcal/mol. The calculation puts the strongest force on any atom at 0.0068 hartree/bohr.

Last column: Mulliken charge in e.
Atoms and positions in Å:
1 C -0.12 1.52 1.62  -0.650
2 C 1.00 0.99 1.14  -0.154
3 C 1.89 1.63 0.12  -0.896
4 H -0.73 1.00 2.36  0.277
5 H -0.47 2.50 1.30  0.257
6 H 1.31 0.01 1.50  0.312
7 H 2.92 1.71 0.49  0.328
8 H 1.54 2.64 -0.14  0.275
9 H 1.91 1.03 -0.80  0.257
10 C -1.78 -1.95 -0.63  -0.989
11 C -0.40 -1.48 -1.07  -0.117
12 O -0.40 -0.13 -1.48  -0.521
13 H -2.51 -1.78 -1.42  0.258
14 H -2.11 -1.40 0.27  0.276
15 H -1.77 -3.02 -0.38  0.334
16 H 0.33 -1.64 -0.26  0.175
17 H -0.06 -2.06 -1.93  0.319
18 H -0.54 0.41 -0.69  0.261



# 4
Computed, not measured: a structure of composition C14H42Fe2N2O20 in a non-equilibrium geometry, with ωB97M-V/def2-TZVPD.

The calculated total energy comes out at -127877.3060 eV. The value obtained for the HOMO-LUMO gap (alpha / beta) is 0.2941 / 0.2514 Ha. The energy above the lowest of the compared OMol25 structures with the same formula, charge and spin is 0.0 kcal/mol. The calculation puts the strongest force on any atom at 0.1241 hartree/bohr. As for the multiplicity: 9. Its net charge is +2.

Last column: Mulliken charge in e.
Atoms and positions in Å:
1 Fe -15.62 0.06 -6.05  0.742
2 Fe -12.20 -0.92 -2.31  0.898
3 N -15.37 0.33 -2.74  0.291
4 O -14.22 0.06 -2.32  0.231
5 O -15.50 0.53 -3.93  -0.446
6 O -16.34 0.56 -1.99  -0.387
7 N -13.03 -1.93 -5.18  0.710
8 O -13.77 -1.13 -5.72  -0.458
9 O -12.46 -1.64 -4.18  -0.598
10 O -12.98 -3.08 -5.57  -0.544
11 C -15.38 2.93 -6.27  -0.535
12 C -16.81 2.66 -6.86  -0.439
13 O -17.20 1.34 -6.66  -0.179
14 O -14.56 1.84 -6.55  -0.393
15 H -15.46 3.00 -5.18  0.103
16 H -14.89 3.88 -6.49  0.512
17 H -16.77 2.92 -7.92  0.387
18 H -17.56 3.31 -6.42  0.416
19 H -18.13 1.31 -6.88  0.254
20 H -13.69 2.27 -6.56  0.349
21 C -11.79 1.74 -1.66  -0.542
22 C -11.39 0.97 -0.27  -0.333
23 O -11.74 -0.43 -0.42  -0.408
24 O -11.59 1.05 -2.86  -0.523
25 H -11.15 2.61 -1.78  0.576
26 H -12.77 2.21 -1.77  0.245
27 H -11.68 1.50 0.64  0.378
28 H -10.30 0.94 -0.37  0.404
29 H -11.55 -0.86 0.42  0.304
30 H -11.26 1.67 -3.51  0.371
31 C -17.57 3.94 -2.93  0.495
32 C -18.24 4.59 -1.69  -0.739
33 O -18.82 3.59 -0.92  -0.375
34 O -17.06 5.02 -3.72  -0.561
35 H -18.30 3.40 -3.52  0.035
36 H -16.76 3.35 -2.49  -0.061
37 H -19.10 5.22 -1.93  0.312
38 H -17.47 5.21 -1.23  0.358
39 H -18.12 2.99 -0.67  0.212
40 H -16.71 5.72 -3.16  0.318
41 C -16.19 -2.15 -7.74  -0.693
42 C -17.17 -2.31 -6.53  -0.469
43 O -16.96 -1.35 -5.46  -0.062
44 O -15.93 -0.73 -7.92  -0.336
45 H -16.52 -2.64 -8.65  0.531
46 H -15.21 -2.56 -7.50  0.234
47 H -17.25 -3.34 -6.16  0.507
48 H -18.18 -2.12 -6.89  0.359
49 H -17.48 -1.77 -4.76  0.240
50 H -15.95 -0.61 -8.87  0.354
51 C -21.21 -0.21 -1.51  -0.549
52 C -20.82 0.38 -2.90  -0.378
53 O -19.39 0.63 -2.68  -0.134
54 O -20.43 -1.26 -1.08  -0.476
55 H -22.24 -0.58 -1.47  0.509
56 H -21.19 0.56 -0.74  0.287
57 H -21.41 1.23 -3.24  0.394
58 H -21.01 -0.33 -3.70  0.229
59 H -19.02 -0.17 -2.29  -0.076
60 H -20.99 -1.87 -0.60  0.331
61 C -17.74 -3.53 -2.84  -0.264
62 C -17.17 -3.48 -1.47  -0.742
63 O -16.21 -2.48 -1.24  -0.408
64 O -18.46 -2.31 -3.24  -0.632
65 H -18.48 -4.33 -2.82  0.388
66 H -16.97 -3.92 -3.51  0.391
67 H -16.87 -4.49 -1.18  0.421
68 H -17.89 -3.36 -0.67  0.351
69 H -16.65 -1.65 -1.05  0.134
70 H -19.08 -2.01 -2.57  0.149
71 C -15.33 1.37 1.35  0.122
72 C -15.93 2.23 2.41  -0.542
73 O -17.17 2.80 1.95  -0.495
74 O -14.23 0.71 2.04  -0.526
75 H -15.10 1.83 0.39  0.082
76 H -16.10 0.62 1.17  0.185
77 H -15.35 3.14 2.50  0.346
78 H -16.23 1.78 3.35  0.238
79 H -16.86 3.54 1.42  0.275
80 H -14.65 -0.09 2.35  0.342



Among the records above, which one has the lowest strongest force on any atom? C5H12O



Which of these has the lowest strongest force on any atom? C5H12O